C9H10F3IrNO2 as an isolated structure. Source: the Open Molecules 2025 dataset; level of theory: the ωB97M-V functional and the def2-TZVPD basis.

Its HOMO-LUMO gap (spin up / spin down) is 6.9 / 6.7 eV. As for the spin multiplicity: 6. Its LUMO energy (spin up / spin down) is 0.460 / -2.414 eV. As for the expectation value of S²: 8.7629.

XYZ file:
```
26
Properties=species:S:1:pos:R:3:forces:R:3:mulliken_charge:R:1
Ir 0.361704 0.895364 -0.614985 3.991 -5.774 9.554 0.744
F -0.231869 -0.259855 4.091689 0.773 0.574 -0.129 -0.252
F 1.935302 -0.260066 3.713457 -0.803 0.560 0.180 -0.238
F 0.970231 1.547169 4.510327 -0.169 -0.922 -0.589 -0.239
O 0.984037 0.179031 1.306767 -0.481 0.597 -0.017 -0.692
O -0.128449 2.017726 2.046078 0.758 -1.296 -0.003 -0.581
N -1.086353 -2.596409 0.037434 -0.519 5.952 1.644 -0.169
C 0.815147 0.504917 3.661064 0.170 -0.214 0.207 0.779
C -1.020075 2.090565 -1.301610 -1.198 1.971 -1.842 -0.377
C 1.207949 2.034140 -2.085594 0.164 1.587 -1.245 -0.662
C 0.504732 0.896255 -2.648062 -0.319 0.693 -2.297 -0.325
C 0.022293 -1.850107 -0.424871 0.067 -2.257 -0.609 -0.747
C -1.251337 -3.860872 -0.201632 -0.656 -4.806 -1.452 -0.660
C 0.520304 0.980455 2.208149 -0.365 0.803 0.019 0.627
C -0.862318 0.916780 -2.178075 -1.569 1.047 -2.123 -0.524
C 0.280596 2.787310 -1.239443 -0.779 1.452 -1.864 -0.389
H -1.924424 2.390874 -0.794525 0.053 -0.025 -0.046 0.413
H 0.883197 -1.950343 0.267273 -0.323 0.969 -0.501 0.425
H -1.654296 0.237857 -2.472788 0.157 0.126 0.063 0.380
H -0.860489 -4.602983 0.522509 -0.644 0.193 -0.378 0.314
H 0.188653 -2.026202 -1.508518 0.309 0.091 0.622 0.403
H 0.516816 3.637430 -0.612406 -0.051 -0.082 -0.199 0.414
H -1.756602 -2.063495 0.636013 1.186 -0.942 0.002 0.222
H 0.892117 0.241251 -3.419261 0.039 -0.076 0.332 0.430
H 2.241730 2.305738 -2.280499 -0.272 -0.161 0.131 0.375
H -1.548596 -4.192519 -1.218492 0.481 -0.060 0.540 0.328
```
Forces are in eV/Å.

A single C9H10F3N molecule. Source: the Open Molecules 2025 dataset; level of theory: the ωB97M-V functional and the def2-TZVPD basis.

Its HOMO-LUMO gap (spin up / spin down) is 7.6 / 7.6 eV. Its LUMO energy (spin up / spin down) is 0.231 / 0.228 eV.

XYZ file:
```
23
Properties=species:S:1:pos:R:3:forces:R:3:mulliken_charge:R:1
F -1.935999 -0.951173 -0.314491 -1.636 -0.211 0.132 -0.238
F -3.711728 -0.024802 0.728014 0.814 0.036 -1.820 -0.262
F -3.394555 0.159016 -1.532103 0.436 0.076 2.211 -0.284
N -0.604406 1.341223 -0.125480 1.473 -0.303 -1.338 0.171
C 0.750702 -0.796547 1.353694 -0.075 -1.598 -1.056 -0.707
C 2.449006 -1.769650 -0.258695 0.710 0.849 1.808 -1.289
C 0.659302 -0.317242 2.451806 2.352 -4.818 -3.823 -0.287
C 0.581263 -0.529508 -1.173113 -0.205 1.103 -0.353 -0.492
C -1.871208 1.286191 0.114788 -4.333 -0.210 -0.043 -0.497
C 0.200842 2.227122 0.396290 0.474 0.374 -0.263 -0.783
C -2.769919 0.148936 -0.265046 1.477 -0.148 -0.593 0.834
C 0.898699 -1.429015 0.035581 1.466 -0.261 -2.108 0.908
C -0.021853 0.658444 -1.324586 0.611 -2.427 3.585 -0.799
H -2.378440 1.960475 0.804543 0.745 -0.026 0.013 0.302
H 0.043548 1.312663 -2.129361 -0.175 0.685 -1.392 0.509
H 2.880091 -2.182441 0.723165 -0.528 0.297 -1.575 0.368
H 1.190822 2.010261 0.670629 1.196 -0.358 -0.682 0.385
H 1.069329 -0.867879 -2.079628 -0.032 -0.233 -0.043 0.398
H 0.398943 -2.413714 -0.210134 -0.009 1.106 1.164 0.266
H 2.499429 -2.553076 -1.067754 0.253 1.157 0.729 0.387
H 0.257011 0.444766 2.824981 -2.763 5.702 4.211 0.476
H -0.254961 3.053870 0.812132 -0.902 1.471 1.303 0.333
H 3.064092 -0.767919 -0.435241 -1.349 -2.261 -0.066 0.299
```
Forces are in eV/Å.

C9H10LaN2S as an isolated structure. Source: the Open Molecules 2025 dataset; level of theory: the ωB97M-V functional and the def2-TZVPD basis.

Its HOMO-LUMO gap is 4.4 eV. Its LUMO energy is 2.482 eV. Its total charge is -1.

XYZ file:
```
23
Properties=species:S:1:pos:R:3:forces:R:3:mulliken_charge:R:1
La -0.220846 -0.053426 0.753254 -1.572 1.067 -1.424 1.052
S 1.738374 0.192436 2.690488 0.746 0.016 0.948 -0.469
N 0.940402 1.204743 -0.655156 0.309 2.290 -1.022 -0.471
N -0.724334 -0.122090 4.097006 1.927 0.317 -1.453 -0.614
C -1.216427 -2.459021 -0.166497 0.254 -0.299 0.021 -0.569
C 0.062659 -1.296791 -1.691141 -0.334 -0.881 0.272 -0.100
C 0.314333 0.016877 3.538700 -1.716 -0.357 1.620 0.472
C -1.272691 -1.602197 -1.301809 0.710 -0.316 -0.207 -0.565
C 0.940500 -1.942815 -0.776737 -0.629 -0.191 -0.355 -0.737
C 0.873654 2.689433 -2.622522 -0.468 -0.498 0.556 -1.171
C -1.168873 2.325495 -1.261191 -0.214 -0.512 -0.067 -1.192
C 0.153197 -2.667371 0.161126 -0.202 -0.238 -0.207 -0.623
C 0.199145 2.152086 -1.532239 1.664 -1.330 0.303 1.035
H 1.910214 2.423699 -2.808509 -0.137 0.046 -0.132 0.199
H -1.631945 2.108627 -0.302865 -0.078 0.265 0.229 0.106
H -1.784571 2.696008 -2.080991 -0.121 -0.007 0.523 0.113
H 0.305211 3.272820 -3.341945 0.277 0.079 0.054 0.270
H 2.018309 -1.877861 -0.787046 0.030 -0.036 -0.004 0.452
H 0.351564 -0.698522 -2.545605 -0.060 0.140 0.273 0.371
H -2.162215 -1.272358 -1.827119 0.141 0.008 0.183 0.407
H 0.546164 -3.274139 0.974090 -0.165 0.116 -0.157 0.452
H 1.897027 1.089446 -1.009397 -0.569 0.189 0.125 0.152
H -2.068650 -2.905181 0.342504 0.207 0.132 -0.078 0.431
```
Forces are in eV/Å.

An isolated ion of composition C9H10N and charge +1. Source: the Open Molecules 2025 dataset; level of theory: the ωB97M-V functional and the def2-TZVPD basis.

As for the structure (SMILES): CC1=C2C#CC=C[C@@H]2[NH2+]C1. Its HOMO-LUMO gap (spin up / spin down) is 8.8 / 8.8 eV. Its LUMO energy (spin up / spin down) is -3.734 / -3.733 eV. Its total charge is +1.

XYZ file:
```
20
Properties=species:S:1:pos:R:3:forces:R:3:mulliken_charge:R:1
N 1.643089 0.240516 -0.131419 0.870 1.496 -1.313 -0.098
C -1.668588 -0.121735 -1.971585 -1.408 2.591 2.413 -1.550
C -1.673311 -0.230644 1.846823 0.276 -0.197 1.081 -0.120
C -1.507044 -1.112682 1.026277 -1.135 -0.331 0.558 -0.446
C 0.554250 0.362515 2.059251 0.582 1.717 -0.257 -0.887
C -0.525621 -0.290358 -1.035459 1.235 -1.886 0.704 0.396
C -0.686271 0.566953 2.529948 0.038 -1.334 -0.464 -0.227
C -0.432906 -0.978857 0.134040 1.031 2.307 -1.223 0.487
C 0.894750 -0.543984 0.920622 -0.152 -2.418 0.435 0.387
C 0.886132 0.065840 -1.425691 0.582 -1.727 -3.671 -0.645
H -2.480410 0.668899 -1.570441 2.266 -0.910 -0.910 0.287
H 1.332433 1.123010 2.306774 -0.395 -0.981 0.377 0.377
H -1.296371 0.118830 -2.924742 -0.014 0.479 -1.312 0.435
H -0.858367 1.190109 3.347500 -0.422 1.208 0.900 0.498
H 1.382893 -0.844199 -1.928084 -0.713 0.884 0.943 0.254
H 2.675450 0.164216 -0.253783 -0.782 -1.120 0.191 0.357
H 1.541127 -1.433430 1.323509 -0.964 1.515 -1.072 0.282
H -2.358066 -0.903474 -1.999119 -0.497 -2.031 -0.211 0.405
H 1.623480 1.222724 0.117619 -0.682 0.503 0.307 0.401
H 0.953352 0.735752 -2.372041 0.283 0.236 2.525 0.408
```
Forces are in eV/Å.

For the records above, the corresponding energy relative to the best compared isomer or geometry (same formula, charge and spin) values read 0.388; 2.347; 0.107; 6.007 eV.
For the records above, the corresponding DFT total energy values read -957.75336; -703.04198; -888.23729; -403.22001 hartree.